(1)
31
Properties=species:S:1:pos:R:3 method="wB97M-V/def2-TZVPD" multiplicity=3 gap_ha="0.2561 / 0.2761" charge=+1 relative_energy_kcal_mol=0.0
O 1.71 -2.28 -0.04
N -0.87 -0.66 -0.70
N 3.80 -1.49 0.04
C 1.48 2.28 -0.74
C -2.65 0.18 0.63
C 2.49 -1.34 0.11
C -0.26 1.33 0.77
C 2.18 1.04 -0.71
C -1.39 0.64 -0.09
C 1.93 0.07 0.20
C 0.80 0.31 1.25
C 0.37 2.47 -0.04
C -2.79 -1.30 0.25
C -1.96 -1.51 -1.05
H 1.85 3.08 -1.27
H -1.44 1.34 -0.93
H -3.50 0.67 0.21
H 4.43 -0.66 0.28
H -0.29 -1.08 0.03
H 1.26 0.82 2.06
H -3.90 -1.66 0.13
H 0.39 -0.48 1.75
H -0.85 1.89 1.53
H -2.85 0.45 1.63
H -1.74 -2.41 -1.37
H -2.49 -1.97 1.02
H -0.12 -0.47 -1.32
H -2.59 -0.90 -1.79
H 4.17 -2.33 -0.19
H 3.01 0.62 -1.38
H -0.20 3.37 -0.28

---

(2)
27
Properties=species:S:1:pos:R:3 method="wB97M-V/def2-TZVPD" smiles=O.O.O.O.O.O.O.O.O gap_ha=0.4065 charge=0 relative_energy_kcal_mol=83.5
O -2.02 -1.37 1.19
O 3.57 0.81 -1.16
O 2.57 -1.61 2.34
O 1.49 3.04 -0.51
O -2.59 2.43 0.43
O 0.34 1.06 0.76
O -4.22 0.32 -0.41
O 3.27 -1.74 -0.76
O -2.66 -3.04 -1.26
H -2.36 3.39 0.35
H 1.66 -1.51 2.26
H 1.15 2.97 0.45
H -3.51 0.98 -0.48
H -5.02 0.88 -0.29
H -0.26 0.36 0.45
H 2.27 2.48 -0.57
H 4.21 0.35 -1.72
H -2.64 -3.88 -1.66
H 3.34 -2.22 -1.54
H -2.34 -2.33 -1.93
H -1.86 -0.54 0.87
H -1.63 2.15 0.62
H 0.46 1.53 -0.04
H -2.82 -1.20 1.77
H 2.84 -1.05 1.55
H 3.25 0.17 -0.55
H 3.52 -2.44 -0.12

---

(3)
75
Properties=species:S:1:pos:R:3 method="wB97M-V/def2-TZVPD" gap_ha=0.2592 charge=+2 relative_energy_kcal_mol=17.7
Pt -1.54 -1.26 -0.61
O 3.37 2.89 -0.71
N -1.54 2.90 -0.16
N -1.96 -1.03 4.19
N 4.58 4.66 -0.27
N 2.57 -1.87 -1.30
N -3.39 0.82 4.36
N -1.77 -3.32 -0.78
N -1.81 2.87 -1.48
N -1.73 -1.33 1.77
N 0.54 -1.42 -0.73
N 2.53 -2.01 0.04
N -2.40 -0.13 6.22
N -3.68 -1.41 -0.95
N 5.32 3.82 -1.08
N -1.47 0.81 -0.72
C -1.90 -1.12 2.91
C -1.32 1.67 0.29
C 4.22 0.41 -1.73
C 1.33 5.86 2.44
C 1.30 -1.73 0.36
C 6.05 0.43 -3.81
C 3.45 4.08 -0.07
C -0.09 4.55 1.01
C -1.76 1.60 -1.79
C 5.80 1.60 -3.11
C 4.88 1.59 -2.08
C 1.38 -1.51 -1.76
C 2.29 4.55 0.69
C 3.82 -2.06 -2.03
C -1.48 4.17 0.56
C 4.58 2.80 -1.31
C -2.58 -0.12 4.90
C -5.73 -4.55 -0.62
C -1.03 -5.58 -0.61
C -4.09 -2.79 -0.81
C -3.06 -3.75 -0.74
C -0.79 -4.20 -0.72
C 5.39 -0.74 -3.48
C 0.06 5.43 2.07
C -5.39 -3.18 -0.74
C 1.02 4.11 0.32
C 2.45 5.43 1.75
C 4.47 -0.76 -2.43
C -2.32 -6.03 -0.55
C -4.74 -5.49 -0.57
C -3.38 -5.11 -0.62
H 3.62 -2.68 -2.91
H -0.19 -6.26 -0.56
H -1.87 4.91 -0.14
H 0.91 -1.76 1.36
H -1.78 -0.82 6.61
H -3.80 -1.10 -1.91
H -3.70 0.69 3.41
H 3.54 0.42 -0.89
H 3.44 5.76 2.02
H -2.16 4.12 1.41
H -2.53 -7.09 -0.45
H 4.47 -2.62 -1.36
H -6.19 -2.44 -0.79
H -2.87 0.51 6.84
H 0.92 3.45 -0.53
H 6.77 0.43 -4.62
H 0.22 -3.82 -0.76
H -1.07 1.41 1.31
H -1.92 1.23 -2.79
H 6.30 2.52 -3.37
H -6.77 -4.84 -0.59
H 5.60 -1.65 -4.03
H 1.15 -1.34 -2.80
H -3.93 1.44 4.94
H -4.99 -6.54 -0.48
H 1.44 6.55 3.27
H -0.80 5.79 2.61
H -4.27 -0.82 -0.36